Entry 1:
{"formula": "C18H35IN6O2PS", "method": "the ωB97M-V functional and the def2-TZVPD basis", "lumo_energy_ev": -5.73, "energy_ha": -2222.6850, "charge": 1, "spin_multiplicity": 1, "gap_ev": 4.3, "species": ["H", "O", "S", "H", "C", "H", "H", "C", "N", "I", "H", "C", "H", "H", "C", "H", "H", "C", "H", "C", "O", "H", "N", "H", "H", "H", "H", "C", "C", "C", "H", "N", "H", "H", "H", "H", "P", "H", "H", "H", "H", "N", "H", "C", "H", "H", "H", "H", "C", "C", "H", "N", "C", "N", "H", "H", "H", "C", "H", "C", "C", "H", "C", "C"], "positions_angstrom": [[-5.72503, -0.28573, -3.05295], [-1.64907, 2.00234, 1.27335], [-0.69368, 2.20020, 0.14341], [-3.03214, -0.77323, -0.52275], [6.30513, -0.94954, -1.00716], [0.63611, 3.50002, 1.64900], [-0.97191, -2.94241, -0.17709], [-4.33828, 1.00533, -1.98922], [2.16461, 1.49628, -1.44373], [4.11403, 2.14370, -1.78057], [-3.28434, -2.55748, -0.22508], [1.68409, 1.27673, -0.25338], [-0.08340, 1.92796, -2.69085], [-0.52601, -1.46203, -1.17260], [7.57914, -2.34510, 0.18901], [-1.89349, -0.58576, 1.27182], [-4.10939, -1.73932, -4.00328], [-2.38085, -0.27737, 5.83347], [-1.78973, -2.16955, -2.74247], [-0.95346, -1.09208, 0.98620], [-1.48185, 2.55111, -1.06641], [3.05460, 0.61746, 1.07396], [6.65918, -1.33497, 0.26058], [2.98852, 2.29642, 0.92037], [-5.13392, -1.01877, -1.51671], [-4.65688, 1.23585, -0.95523], [1.83145, 1.91175, -3.95978], [-1.78317, -0.50291, 4.61948], [-2.87915, 1.43924, 4.47004], [-3.07636, 0.95418, 5.73829], [-0.77763, -1.85905, 1.77447], [0.93007, -0.31355, -3.19119], [-4.60695, 1.77524, -2.73246], [-3.22761, -3.17480, -2.44807], [0.30879, 0.36705, 1.98246], [-0.42783, 4.51709, 0.59558], [1.13648, 1.23250, -2.91360], [8.48470, -3.36120, -1.51784], [-1.77896, 0.65499, 2.84433], [-1.16921, -1.31770, 4.27208], [-2.32574, -0.92557, 6.69308], [0.32276, 0.81673, -0.12725], [-0.07520, -0.49050, -3.13700], [-2.81807, -2.15475, -2.30908], [-3.23178, 2.33747, 3.99057], [-2.98519, -0.41557, -3.67550], [5.59069, -0.15906, -1.17087], [-3.22515, 0.94475, -1.95451], [-1.17053, -1.86530, -0.36811], [7.80982, -2.61310, -1.13592], [1.11799, 3.90448, -0.09604], [2.45871, 1.42894, 0.92882], [-4.83391, -0.44962, -2.41982], [-2.08776, 0.54953, 3.79708], [6.94147, -1.66971, -2.96902], [-3.65674, 1.43105, 6.51132], [1.18807, -0.83136, 0.95515], [0.29477, 3.67703, 0.60747], [6.30210, -0.93927, 1.10938], [-3.65373, -1.14555, -3.17422], [0.29910, -0.16414, 1.00363], [7.98797, -2.78489, 1.08337], [7.00322, -1.72880, -1.89426], [-2.69949, -1.79568, -0.78375]], "forces_ev_per_angstrom": [[0.45, -0.51, 0.21], [3.20, -0.54, -1.72], [-6.11, 2.51, 0.30], [-0.22, -0.60, -0.37], [-0.02, -0.02, -0.01], [-0.06, 0.15, -0.71], [0.41, 0.72, -0.46], [0.58, -1.35, 0.32], [-0.10, 0.89, 0.05], [-0.47, 0.02, 0.07], [0.37, 0.78, 0.02], [0.26, -0.36, 0.43], [0.76, 0.34, 0.19], [-0.31, -0.33, 0.43], [-0.02, -0.03, -0.02], [0.65, 0.06, -0.23], [0.49, 0.37, 0.43], [0.11, -0.15, -0.05], [-0.66, -0.20, 0.25], [0.30, -0.78, -0.47], [2.99, -1.07, 1.35], [0.00, 0.12, 0.31], [0.02, 0.01, -0.08], [0.26, -0.27, -0.12], [0.13, 0.22, -0.63], [-0.11, 0.30, -0.68], [0.31, -0.01, 1.07], [0.01, 0.05, 0.03], [0.03, 0.05, 0.03], [-0.04, 0.14, -0.10], [0.00, 0.68, -0.30], [0.32, 1.89, 0.18], [-0.04, -0.29, 0.53], [0.20, 0.57, 0.23], [0.26, -0.26, -0.69], [0.19, -0.72, -0.10], [-1.86, -2.51, -1.73], [-0.02, 0.03, 0.01], [-0.21, 0.15, 0.22], [-0.03, -0.02, 0.05], [-0.01, 0.02, -0.03], [1.67, 1.06, 0.48], [0.19, -0.31, 0.19], [0.03, 0.72, -0.18], [-0.01, -0.03, 0.02], [-0.46, -0.16, 0.44], [0.13, -0.21, 0.04], [-0.75, 0.35, 0.02], [-1.24, -0.18, 0.98], [0.05, -0.03, 0.15], [-0.42, -0.23, 0.33], [-0.76, -0.06, -1.09], [0.83, 1.52, 0.07], [0.08, -0.14, 0.02], [0.01, -0.01, 0.03], [0.01, -0.02, -0.03], [-0.43, 0.65, -0.34], [0.23, -0.49, 0.31], [0.09, -0.02, 0.05], [-1.02, -1.08, -0.45], [-1.34, -1.08, 1.48], [0.00, -0.01, -0.05], [-0.12, 0.14, -0.04], [1.25, -0.39, -0.63]], "mulliken_charge": [0.347, -0.639, 1.023, 0.281, 0.426, 0.333, 0.340, -0.540, -0.143, 0.247, 0.305, -0.326, 0.129, 0.216, -0.463, 0.520, 0.343, -0.547, 0.327, -0.803, -0.639, 0.232, 0.028, 0.352, 0.302, 0.255, 0.124, -0.342, -0.483, -0.648, 0.331, -0.636, 0.386, 0.454, 0.530, 0.448, 0.350, 0.397, 0.285, 0.292, 0.411, 0.827, 0.252, -0.762, 0.388, 0.329, -0.414, -0.176, -0.676, -0.448, 0.316, -0.349, -0.569, 0.168, 0.387, 0.412, 0.642, -1.045, 0.174, -0.728, -1.050, 0.380, -0.423, -0.438]}

---

Entry 2:
{"formula": "C18H35N5O3PReS3Se", "method": "the ωB97M-V functional and the def2-TZVPD basis", "lumo_energy_ev": [-10.95, -10.64], "energy_ha": -5221.1531, "charge": 3, "s2": 0.78, "spin_multiplicity": 2, "gap_ev": [6.1, 6.3], "species": ["H", "H", "C", "C", "H", "H", "H", "H", "H", "N", "O", "C", "H", "H", "H", "C", "H", "N", "H", "H", "H", "H", "C", "N", "H", "H", "N", "H", "H", "C", "H", "H", "C", "H", "C", "C", "S", "C", "C", "H", "C", "S", "S", "H", "H", "Se", "H", "H", "C", "H", "H", "H", "Re", "H", "C", "H", "C", "O", "O", "N", "H", "C", "H", "P", "H", "C", "C"], "positions_angstrom": [[0.97136, -3.09193, -0.02811], [0.38879, 3.45106, 0.98464], [0.26869, 2.43619, 4.30686], [-5.14709, -0.16082, -0.00777], [0.72729, 4.44381, 2.40677], [1.04213, 3.81439, -2.97899], [-3.41780, -1.35776, -0.57339], [-3.94459, 2.48783, 0.34284], [-0.89337, 3.78116, 2.17932], [-1.64589, -3.42556, -4.46468], [1.61649, -0.31691, 2.91198], [3.92020, -0.79913, 3.34925], [0.56162, 1.52402, 4.82409], [1.63592, 2.12752, 2.67703], [-0.01124, 2.56657, -1.45211], [0.42004, -3.21175, -0.95192], [-0.79776, 2.60975, 4.46169], [-0.84922, -1.17584, -3.44827], [2.63149, -1.91471, 2.03684], [4.23625, -0.10925, 2.56448], [0.81838, 3.27001, 4.74611], [3.15956, 2.89360, -3.54519], [0.02917, -4.50890, -1.39743], [0.05704, 2.05608, -2.33232], [3.67711, 0.62926, -3.94713], [-5.13125, 1.01017, 1.83042], [0.12059, -2.11504, -1.62819], [2.10120, -1.93803, 5.05656], [-3.87595, -0.22516, 1.74719], [0.58229, 2.35390, 2.83598], [-0.85930, 2.18795, -2.76110], [3.85449, -0.25917, 4.29503], [2.47015, 2.19462, -3.06973], [4.68269, -1.57305, 3.45424], [-4.43256, 0.50872, 1.16303], [-0.57918, -2.28156, -2.78527], [-2.93842, 0.87465, -1.05632], [2.63278, 0.83924, -3.72938], [1.07010, 2.75412, -3.21510], [1.10688, -2.77870, 3.85453], [-0.66822, -4.69447, -2.55656], [1.50614, 0.29313, 0.06895], [-0.85239, -1.62881, 1.76665], [-5.71181, -1.04252, 0.29161], [-4.37891, -0.81001, -1.98986], [-1.72890, -1.73626, -4.92515], [-5.84956, 0.52850, -0.48193], [0.72487, 2.64138, -4.24185], [-0.99751, -3.52623, -3.31703], [-0.96350, -5.67896, -2.90168], [2.76867, 2.15314, -2.01726], [2.83001, -0.55219, -2.22729], [0.28374, -0.00312, -1.70220], [2.09245, 0.81104, -4.67519], [2.10780, -2.41348, 4.07434], [2.78827, -3.26620, 4.11620], [2.59723, -1.44459, 3.02518], [-1.50827, 0.30412, -0.78449], [-0.20003, 1.20846, 2.26148], [2.09512, -0.28843, -2.88013], [-2.54767, 1.69135, 1.11441], [0.17130, 3.57512, 2.05135], [2.00263, -1.09622, -3.49338], [0.38441, -0.21026, 1.97878], [0.30789, -5.35427, -0.78145], [-3.46939, 1.52886, 0.55490], [-4.04345, -0.56041, -0.98488]], "forces_ev_per_angstrom": [[-0.02, 0.02, -0.03], [0.00, 0.02, 0.06], [-0.06, -0.01, 0.03], [0.00, 0.02, -0.04], [-0.02, -0.05, -0.01], [-0.01, 0.07, 0.05], [0.00, 0.02, -0.04], [-0.01, -0.02, -0.02], [0.05, -0.01, 0.01], [0.00, 0.16, -0.06], [0.07, 0.01, 0.04], [0.05, 0.03, -0.01], [0.00, 0.01, 0.01], [0.03, -0.02, -0.01], [0.06, 0.01, 0.07], [-0.11, 0.12, -0.17], [0.05, -0.01, 0.01], [0.00, 0.07, -0.14], [-0.04, -0.02, -0.01], [-0.02, -0.03, 0.05], [-0.01, -0.03, -0.01], [-0.02, -0.01, -0.05], [0.01, 0.02, 0.02], [0.08, -0.08, -0.23], [0.06, -0.02, 0.02], [0.01, -0.01, 0.01], [0.03, -0.34, 0.12], [0.00, -0.01, -0.05], [0.00, -0.02, -0.02], [0.00, 0.09, 0.03], [-0.08, 0.00, 0.01], [0.01, -0.02, -0.04], [0.00, -0.02, 0.10], [-0.04, 0.04, -0.01], [0.01, 0.03, 0.02], [0.06, -0.04, 0.12], [0.12, -0.13, 0.04], [-0.09, -0.10, 0.05], [-0.09, -0.08, 0.03], [-0.02, -0.03, -0.03], [-0.03, 0.02, -0.03], [0.05, 0.02, -0.12], [-0.05, -0.18, -0.01], [0.01, 0.00, 0.02], [0.00, 0.02, 0.01], [-0.06, -0.02, -0.06], [0.01, -0.02, 0.00], [0.00, 0.01, -0.03], [0.07, -0.07, 0.17], [0.02, 0.05, 0.01], [0.02, 0.03, -0.02], [0.08, 0.04, 0.05], [0.15, -0.05, 0.22], [0.00, 0.00, -0.04], [0.02, 0.06, 0.05], [-0.03, 0.05, 0.00], [-0.04, -0.06, 0.01], [-0.25, 0.19, -0.05], [-0.01, -0.10, -0.10], [0.01, 0.18, -0.03], [0.00, 0.03, 0.04], [-0.05, 0.01, -0.09], [-0.02, -0.06, -0.01], [0.10, 0.24, 0.12], [-0.01, 0.04, -0.03], [0.01, -0.01, -0.01], [-0.03, -0.03, 0.04]], "mulliken_spin": [0.000, 0.000, 0.000, 0.000, 0.000, 0.001, 0.000, 0.000, 0.000, 0.010, 0.003, 0.000, 0.000, 0.001, -0.002, 0.017, 0.000, -0.003, -0.001, 0.000, 0.000, 0.001, -0.010, 0.007, 0.001, 0.000, -0.043, 0.000, 0.000, 0.000, 0.007, 0.000, 0.007, 0.000, 0.000, -0.013, 0.012, 0.000, -0.009, 0.000, 0.020, -0.106, 0.004, 0.000, 0.000, -0.003, 0.000, 0.001, 0.000, 0.000, 0.001, 0.005, 1.073, 0.001, 0.000, 0.000, 0.001, 0.017, -0.001, -0.014, -0.001, 0.000, 0.009, 0.010, 0.000, 0.002, 0.001]}